(1)
{
  "formula": "C4H5NO3",
  "method": "the ωB97M-V functional and the def2-TZVPD basis",
  "smiles": "Cc1[nH]c(=O)oc1O",
  "homo_lumo_gap_ev": 8.497,
  "e_tot_ev": -11861.38394,
  "spin_multiplicity": 1,
  "e_homo_ev": -7.9,
  "de_lowest_kj_mol": 59.54,
  "fmax_ev_per_a": 3.05,
  "total_charge": 0,
  "symbols": ["C", "C", "N", "C", "O", "O", "C", "O", "H", "H", "H", "H", "H"],
  "coordinates": [[-0.61469, 1.25701, -1.14038], [-0.17308, 0.19761, -0.20828], [-1.02294, -0.67848, 0.37159], [-0.31579, -1.51481, 1.19971], [-0.79209, -2.41292, 1.87447], [1.03347, -1.18912, 1.16222], [1.03092, -0.10921, 0.26833], [2.19131, 0.52580, -0.05726], [-1.59533, 1.64884, -0.85096], [-0.69016, 0.86286, -2.15850], [0.08639, 2.09778, -1.14754], [-2.02276, -0.73337, 0.25449], [2.88474, 0.04801, 0.43210]],
  "lowdin_charge": [-0.006, -0.277, 0.162, -0.485, 0.080, 0.166, -0.303, 0.099, 0.084, 0.088, 0.090, 0.176, 0.127]
}

---

(2)
{
  "formula": "C41H67F3NO33P4",
  "method": "the ωB97M-V functional and the def2-TZVPD basis",
  "homo_lumo_gap_ev": 4.486,
  "e_tot_ev": -157957.26186,
  "spin_multiplicity": 1,
  "e_homo_ev": -3.0,
  "fmax_ev_per_a": 5.36,
  "total_charge": -1,
  "symbols": ["C", "C", "C", "C", "C", "C", "P", "C", "C", "C", "F", "C", "F", "F", "P", "N", "P", "C", "O", "P", "O", "O", "H", "H", "H", "H", "H", "H", "H", "H", "H", "H", "H", "H", "H", "H", "H", "H", "H", "H", "H", "H", "H", "H", "H", "H", "H", "H", "H", "C", "C", "O", "C", "O", "O", "H", "H", "H", "H", "C", "C", "O", "C", "O", "O", "H", "H", "H", "H", "C", "C", "O", "C", "O", "O", "H", "H", "H", "H", "C", "C", "O", "C", "O", "O", "H", "H", "H", "H", "C", "C", "O", "C", "O", "O", "H", "H", "H", "H", "C", "C", "O", "C", "O", "O", "H", "H", "H", "H", "C", "C", "O", "C", "O", "O", "H", "H", "H", "H", "C", "C", "O", "C", "O", "O", "H", "H", "H", "H", "C", "C", "O", "C", "O", "O", "H", "H", "H", "H", "C", "C", "O", "C", "O", "O", "H", "H", "H", "H"],
  "coordinates": [[5.42157, -4.43886, -0.32801], [5.40825, -2.91017, -0.94984], [4.99980, -1.90512, 0.27921], [3.41115, -1.43806, 0.03466], [2.36701, -2.27384, 0.95014], [1.46233, -3.42823, 0.16079], [-0.17803, -2.68255, -0.58160], [-0.84264, -4.34527, -1.17172], [-0.95309, -4.73136, -2.71240], [0.25499, -5.73700, -3.29714], [0.82889, -6.82115, -2.44017], [0.65773, -5.49244, -4.72672], [2.08695, -5.56587, -5.10405], [-0.34864, -5.22883, -5.80868], [-1.01493, -2.81572, 1.43358], [-1.20916, -4.27104, 2.04937], [-2.05179, -1.57565, -1.04538], [-1.58776, 0.28010, -1.44290], [-2.83910, -2.21573, -2.44785], [0.76531, -2.15847, -2.47527], [2.19037, -2.93464, -2.90287], [-0.21791, -1.50754, -3.69255], [5.44109, -5.27113, -1.15028], [6.37538, -4.52170, 0.34919], [4.48141, -4.53114, 0.39774], [4.66246, -2.75723, -1.83912], [6.49251, -2.64323, -1.29935], [5.66878, -0.92016, 0.19004], [5.17410, -2.36486, 1.35112], [3.16877, -1.35073, -1.10396], [3.38993, -0.31427, 0.44284], [1.72022, -1.50619, 1.55368], [3.00913, -2.86347, 1.76610], [2.05855, -4.05791, -0.61260], [1.24234, -4.20317, 1.04509], [0.34043, -1.38626, -0.14048], [-0.16034, -5.18221, -0.65583], [-1.91227, -4.49770, -0.66097], [-1.90709, -5.45730, -2.78649], [-1.19053, -3.91077, -3.50711], [-0.20828, -2.04861, 2.39457], [-2.33630, -2.17265, 1.51445], [-0.88345, -4.94600, 1.34258], [-0.43342, 0.45517, -1.37528], [-1.91299, 0.41524, -2.58186], [-2.22928, 1.00787, -0.77001], [-2.81463, -1.55543, -3.22679], [2.26429, -3.91768, -2.76478], [0.31931, -0.92289, -4.33436], [-5.13351, 1.02528, -4.98115], [-4.73891, 2.13850, -5.89660], [-4.05501, 3.03545, -5.04227], [-3.59880, 2.30490, -3.98311], [-2.82368, 2.72437, -3.13995], [-4.12217, 1.04415, -3.99131], [-5.16024, 0.05762, -5.48964], [-6.10157, 1.20198, -4.50081], [-4.05378, 1.80876, -6.68474], [-5.60326, 2.62449, -6.35744], [-1.58779, -0.90091, 5.49389], [-2.49872, 0.21722, 5.88501], [-1.94357, 1.33665, 5.22109], [-1.22902, 0.85579, 4.16192], [-0.75759, 1.55027, 3.27697], [-1.11190, -0.50295, 4.22185], [-2.10921, -1.85991, 5.43008], [-0.73561, -1.00348, 6.17386], [-3.52300, 0.06637, 5.52809], [-2.51925, 0.37837, 6.96634], [-0.00795, 4.79339, -0.37023], [-0.25879, 3.81615, 0.73207], [0.36631, 2.63463, 0.26800], [1.32093, 3.01701, -0.62985], [2.16350, 2.27037, -1.09918], [1.21020, 4.34343, -0.93289], [0.08989, 5.81882, -0.00340], [-0.78551, 4.76350, -1.14068], [0.21119, 4.11851, 1.67388], [-1.32543, 3.64855, 0.90487], [-1.67460, -4.33463, 8.81410], [-0.30219, -3.82788, 8.50968], [-0.52705, -2.48017, 8.14194], [-1.70654, -2.10340, 8.71682], [-2.12208, -0.95710, 8.74848], [-2.35936, -3.17611, 9.25216], [-1.67198, -5.10140, 9.59364], [-2.18067, -4.73019, 7.92725], [0.35563, -3.85070, 9.38492], [0.17317, -4.37861, 7.69335], [-4.40070, 6.81856, 2.76083], [-3.32804, 6.18921, 3.58926], [-2.72443, 5.27138, 2.69743], [-2.97938, 5.71992, 1.43353], [-2.46612, 5.26535, 0.42476], [-3.88238, 6.74361, 1.44604], [-4.59009, 7.85753, 3.04420], [-5.34224, 6.26098, 2.80190], [-2.57380, 6.91265, 3.91644], [-3.72849, 5.67232, 4.46569], [-5.04354, -4.80862, -1.70126], [-5.57368, -5.64225, -2.82242], [-6.28979, -6.66521, -2.15693], [-6.63200, -6.17598, -0.92925], [-7.39906, -6.72717, -0.15757], [-6.00490, -4.98965, -0.67854], [-4.95918, -3.75244, -1.97144], [-4.07225, -5.16243, -1.33999], [-6.26499, -5.08732, -3.46541], [-4.77628, -6.06531, -3.43953], [3.48263, 7.74233, 2.34429], [3.54608, 7.86571, 0.85642], [2.18698, 7.80891, 0.46691], [1.44825, 8.20256, 1.54533], [0.25105, 8.43351, 1.51278], [2.22395, 8.30490, 2.66394], [4.28884, 8.28805, 2.84215], [3.49896, 6.69972, 2.67860], [3.96674, 8.82401, 0.53390], [4.11597, 7.05426, 0.39552], [-2.02606, 4.51452, -6.65099], [-1.79258, 5.94596, -7.01080], [-0.78628, 5.87220, -8.00279], [-0.86419, 4.62629, -8.55532], [-0.25845, 4.27695, -9.55468], [-1.70872, 3.82322, -7.84445], [-3.06126, 4.32292, -6.35558], [-1.35871, 4.16927, -5.85442], [-2.68098, 6.41881, -7.44261], [-1.45332, 6.53953, -6.15743], [4.20181, 7.88675, 6.32503], [5.27447, 7.25740, 7.15346], [5.87809, 6.33957, 6.26163], [5.62313, 6.78812, 4.99773], [6.13639, 6.33354, 3.98897], [4.72014, 7.81180, 5.01024], [4.01242, 8.92572, 6.60841], [3.26027, 7.32917, 6.36610], [6.02871, 7.98084, 7.48064], [4.87402, 6.74051, 8.02989], [4.09456, -7.88179, -5.14512], [3.84372, -8.85903, -4.04281], [4.46882, -10.04056, -4.50688], [5.42344, -9.65817, -5.40473], [6.26601, -10.40482, -5.87407], [5.31271, -8.33175, -5.70778], [4.19240, -6.85636, -4.77828], [3.31700, -7.91168, -5.91556], [4.31370, -8.55667, -3.10101], [2.77709, -9.02663, -3.87001]],
  "lowdin_charge": [-0.152, -0.257, -0.224, -0.214, -0.257, -0.379, 0.039, -0.416, -0.195, -0.041, -0.061, -0.044, -0.035, -0.026, 0.500, -0.410, 0.723, -0.317, -0.464, 0.705, -0.404, -0.426, 0.060, 0.071, 0.075, 0.093, 0.093, 0.104, 0.102, 0.076, 0.110, 0.076, 0.101, 0.066, 0.076, -0.047, 0.095, 0.074, 0.115, 0.098, -0.025, -0.065, -0.098, 0.033, 0.024, 0.049, 0.050, 0.027, 0.083, -0.134, -0.140, 0.015, -0.504, 0.137, 0.055, 0.140, 0.137, 0.139, 0.138, -0.140, -0.143, 0.058, -0.508, 0.135, 0.032, 0.144, 0.125, 0.137, 0.112, -0.153, -0.153, 0.052, -0.521, 0.114, 0.055, 0.120, 0.129, 0.137, 0.114, -0.137, -0.132, 0.049, -0.505, 0.125, 0.067, 0.137, 0.141, 0.136, 0.144, -0.142, -0.136, 0.073, -0.471, 0.116, 0.071, 0.136, 0.135, 0.138, 0.138, -0.140, -0.142, 0.056, -0.519, 0.120, 0.068, 0.125, 0.122, 0.132, 0.132, -0.150, -0.126, 0.061, -0.519, 0.120, 0.062, 0.122, 0.140, 0.135, 0.145, -0.138, -0.136, 0.062, -0.516, 0.129, 0.061, 0.115, 0.148, 0.134, 0.140, -0.131, -0.140, 0.071, -0.510, 0.141, 0.027, 0.139, 0.142, 0.136, 0.139, -0.151, -0.138, 0.059, -0.519, 0.122, 0.064, 0.129, 0.134, 0.138, 0.137]
}

---

(3)
{
  "formula": "C4H8O2",
  "method": "the ωB97M-V functional and the def2-TZVPD basis",
  "smiles": "CCOCC=O",
  "homo_lumo_gap_ev": 10.660,
  "e_tot_ev": -8371.55436,
  "spin_multiplicity": 1,
  "e_homo_ev": -9.7,
  "de_lowest_kj_mol": 166.67,
  "fmax_ev_per_a": 0.37,
  "total_charge": 0,
  "symbols": ["C", "C", "O", "C", "C", "O", "H", "H", "H", "H", "H", "H", "H", "H"],
  "coordinates": [[1.60027, -0.62305, -0.95924], [0.54569, 0.46096, -0.75344], [0.35463, 0.82912, 0.60368], [-0.59018, -0.00398, 1.21257], [-1.99211, 0.39587, 0.78531], [-2.99106, -0.14865, 1.17689], [1.75255, -1.23279, -0.05771], [2.56532, -0.17722, -1.21480], [1.29084, -1.31271, -1.75020], [0.82582, 1.39119, -1.24414], [-0.41607, 0.15379, -1.19282], [-0.50873, 0.09803, 2.29885], [-0.43963, -1.06215, 0.97010], [-2.00717, 1.25094, 0.07053]],
  "lowdin_charge": [-0.066, -0.275, -0.155, -0.194, -0.235, 0.061, 0.079, 0.073, 0.075, 0.121, 0.110, 0.140, 0.132, 0.134]
}